{
  "formula": "C39H70ClMgN9O5",
  "method": "wB97M-V/def2-TZVPD",
  "elements": ["Mg", "Cl", "O", "O", "O", "O", "C", "C", "C", "O", "H", "H", "H", "H", "H", "H", "H", "C", "C", "C", "C", "N", "H", "H", "H", "H", "H", "H", "H", "C", "C", "C", "C", "N", "H", "H", "H", "H", "H", "H", "H", "C", "C", "C", "C", "N", "H", "H", "H", "H", "H", "H", "H", "C", "C", "C", "C", "N", "H", "H", "H", "H", "H", "H", "H", "C", "C", "C", "C", "N", "H", "H", "H", "H", "H", "H", "H", "C", "C", "C", "C", "N", "H", "H", "H", "H", "H", "H", "H", "C", "C", "C", "C", "N", "H", "H", "H", "H", "H", "H", "H", "C", "C", "C", "C", "N", "H", "H", "H", "H", "H", "H", "H", "C", "C", "C", "C", "N", "H", "H", "H", "H", "H", "H", "H"],
  "positions_angstrom": [[4.6951, 1.7999, -1.9154], [3.6965, -0.6482, -7.5096], [3.5062, 0.0833, -8.6872], [5.1032, -1.0721, -7.3516], [3.3530, 0.1812, -6.3469], [2.8767, -1.8547, -7.5115], [-0.9438, 0.7933, 1.4434], [0.2007, 0.3092, 0.4708], [-0.3987, -0.3760, -0.7128], [1.1503, 1.2319, 0.1738], [-0.7119, 1.5621, 2.1804], [-1.5196, -0.0258, 1.8743], [-1.6517, 1.2905, 0.7802], [0.7245, -0.4191, 1.0900], [-0.2912, 0.2670, -1.5863], [-1.4500, -0.6534, -0.6356], [0.1456, -1.2193, -1.1380], [-3.6821, 2.9355, -7.9070], [-3.0687, 1.5103, -7.5841], [-4.0791, 0.6175, -6.7626], [-5.5347, 0.8733, -6.9352], [-6.6754, 1.0540, -7.1196], [-2.8249, 3.4453, -8.3468], [-4.0413, 3.5530, -7.0837], [-4.4773, 2.8307, -8.6451], [-2.1374, 1.5899, -7.0234], [-2.7823, 0.9100, -8.4477], [-3.7248, 0.6469, -5.7322], [-3.9122, -0.4319, -7.0053], [-7.0443, 3.0997, 5.2595], [-7.2264, 1.6672, 5.9010], [-8.5742, 1.2333, 6.2348], [-9.1648, 1.8717, 7.3160], [-9.6604, 2.2824, 8.2659], [-5.9923, 3.2960, 5.0527], [-7.2425, 3.8964, 5.9764], [-7.6662, 3.2675, 4.3802], [-6.5195, 1.5713, 6.7252], [-6.6997, 0.9822, 5.2366], [-8.5400, 0.1862, 6.5357], [-9.2104, 1.4032, 5.3662], [-0.1470, -6.3388, 4.1226], [-1.0083, -7.6157, 4.2269], [-2.5473, -7.4545, 4.4977], [-2.8833, -6.3388, 5.4800], [-3.0946, -5.5806, 6.3217], [-0.6022, -5.4852, 4.6249], [-0.2404, -5.9649, 3.1030], [0.9145, -6.5053, 4.3056], [-0.5210, -8.2320, 4.9825], [-0.8386, -8.1249, 3.2782], [-3.1316, -8.3115, 4.8330], [-3.0144, -7.1487, 3.5615], [-5.1000, -5.7612, -3.0082], [-6.5861, -5.3645, -3.0213], [-7.0391, -4.1991, -2.0571], [-7.0539, -4.4144, -0.5721], [-7.1084, -4.5594, 0.5323], [-4.5022, -4.8835, -3.2541], [-5.0027, -6.7038, -3.5469], [-4.9836, -5.9528, -1.9415], [-7.1680, -6.2405, -2.7345], [-6.9798, -5.2959, -4.0353], [-8.0847, -3.9524, -2.2413], [-6.4875, -3.2915, -2.3021], [6.9844, -2.4152, 4.6515], [8.1144, -1.4554, 5.1081], [9.5992, -1.9365, 4.7979], [9.8227, -1.9860, 3.3466], [9.9706, -2.1236, 2.2097], [7.0111, -3.3726, 5.1717], [7.0287, -2.5832, 3.5754], [6.0678, -1.9074, 4.9513], [8.0910, -1.3446, 6.1922], [8.0167, -0.4641, 4.6654], [9.6463, -2.9575, 5.1768], [10.4016, -1.2939, 5.1603], [-3.3718, 5.4397, -1.9036], [-3.5377, 6.2342, -0.4824], [-2.1728, 6.7482, 0.0612], [-1.9339, 8.0009, -0.6085], [-1.7963, 9.0237, -1.1367], [-4.3187, 5.0391, -2.2657], [-2.8403, 4.5178, -1.6678], [-2.6909, 5.9464, -2.5875], [-3.9753, 5.6051, 0.2928], [-4.2409, 7.0467, -0.6655], [-1.3467, 6.0418, -0.0211], [-2.3012, 6.9041, 1.1323], [7.0589, -6.6546, -1.2899], [6.0720, -6.6746, -2.4115], [5.0019, -5.5775, -2.2979], [5.4079, -4.2150, -1.9826], [5.7885, -3.1103, -1.7025], [7.4050, -5.6432, -1.0770], [7.9458, -7.1716, -1.6563], [6.7731, -7.1007, -0.3373], [5.4956, -7.5990, -2.4495], [6.7181, -6.4847, -3.2686], [4.2824, -5.7770, -1.5038], [4.3284, -5.5384, -3.1540], [-0.3635, 1.8249, 7.8705], [1.1368, 1.7038, 7.7864], [1.9054, 2.7425, 6.8893], [1.3744, 4.1301, 6.8229], [0.8601, 5.1755, 6.6912], [-0.7622, 1.0633, 8.5406], [-0.7783, 1.4740, 6.9256], [-0.7298, 2.8158, 8.1389], [1.4868, 0.7435, 7.4077], [1.3806, 1.6322, 8.8464], [2.0202, 2.3085, 5.8961], [2.9230, 2.6466, 7.2678], [6.3983, 6.9155, -8.0765], [5.8449, 8.0559, -7.2107], [4.4693, 7.7597, -6.4849], [4.5926, 6.7059, -5.4771], [4.7305, 5.9386, -4.6431], [5.6255, 6.4450, -8.6844], [6.8345, 6.1438, -7.4423], [7.2542, 7.1921, -8.6922], [5.7713, 8.9119, -7.8815], [6.6436, 8.4567, -6.5866], [3.7669, 7.4661, -7.2650], [4.3159, 8.7652, -6.0933]],
  "atomic_forces_ev_per_a": [[-0.51, -0.29, -0.05], [1.44, -2.38, 2.89], [-0.23, 1.17, -1.79], [-1.22, 0.68, -0.39], [-0.09, -0.16, -0.40], [0.10, 0.81, 0.00], [-0.62, 0.94, -0.48], [0.48, 0.56, -0.02], [-0.13, -0.23, -1.94], [-0.66, -0.14, 0.26], [0.60, -0.43, 0.10], [0.53, -0.19, 0.08], [-0.08, 0.11, -0.20], [0.49, -0.61, 0.71], [-0.40, 0.63, 0.13], [0.10, -0.01, 0.26], [0.21, -0.47, 0.78], [1.47, -1.32, -0.64], [-1.75, 0.31, 0.62], [0.74, -0.18, -0.07], [-1.30, 0.45, -0.23], [2.47, -0.39, 0.45], [-0.32, 0.47, -0.27], [0.08, -0.51, 0.30], [0.05, 0.11, 0.04], [-0.19, 0.16, 0.25], [-0.27, 0.62, -0.48], [-0.81, 0.35, 0.31], [-0.14, -0.08, -0.28], [-0.04, -0.48, 1.18], [3.62, 1.71, -1.19], [-0.38, -1.48, -1.68], [-1.21, 1.36, 2.56], [-0.02, 0.24, -0.02], [0.02, -0.41, -0.47], [-0.55, -0.08, 0.16], [0.11, -0.15, -0.04], [-0.36, 0.41, 0.64], [-0.70, -0.32, -0.54], [-0.24, -0.28, -0.47], [-0.22, -0.50, -0.12], [-1.41, 0.60, -1.08], [0.44, -0.18, 0.59], [0.17, 1.90, 0.09], [0.60, -1.05, -0.13], [0.04, -0.19, -0.56], [0.50, -0.18, 0.92], [0.31, -0.17, -0.39], [-0.27, 0.08, 0.36], [-0.44, -0.19, 0.19], [-0.48, -0.34, 0.09], [0.60, -0.30, 0.03], [-0.07, 0.03, -0.10], [-1.75, 0.71, 1.43], [-0.92, -0.71, 0.55], [-0.14, -0.25, -0.38], [0.87, 0.33, -5.78], [-0.21, -0.59, 4.54], [0.40, -0.54, -0.50], [0.60, 0.46, -0.25], [0.84, -0.28, 0.04], [0.10, -0.24, 0.53], [0.14, 1.14, -0.10], [-0.06, -0.05, -0.40], [0.14, 0.04, 0.29], [0.81, 0.86, 0.38], [1.33, -0.38, -0.01], [-1.45, 0.03, -0.79], [-0.09, -0.70, -0.76], [-0.10, 0.33, 0.74], [0.17, 0.00, -0.02], [-0.19, 0.03, 0.04], [-0.24, -0.23, -0.34], [-0.20, 0.11, 0.03], [-0.30, -0.02, 0.01], [0.56, 0.05, 0.09], [-0.32, -0.07, 0.64], [0.44, -0.29, 2.76], [0.37, -1.29, -1.92], [-1.33, -0.33, 0.16], [0.96, 1.89, -0.64], [-0.17, -1.27, 0.55], [-0.03, 0.81, -0.44], [0.28, -0.15, 0.18], [-0.72, 0.36, -0.25], [-0.08, -0.29, -0.30], [0.26, 0.20, 0.27], [-0.09, -0.01, -0.42], [0.13, 0.36, 0.03], [1.09, -0.16, 0.72], [-0.47, 1.06, 0.19], [-1.08, 0.15, 0.16], [2.53, 5.28, 1.00], [-1.94, -5.11, -1.25], [-0.10, 0.14, -0.02], [0.10, -0.22, 0.34], [-0.29, -0.06, -0.11], [0.44, -0.16, -0.42], [-0.72, -0.29, -0.57], [0.10, -0.52, 0.38], [0.32, 0.04, -0.41], [-0.59, -1.13, -1.24], [-0.03, 0.26, 0.40], [0.06, -0.75, 1.06], [-0.95, 1.39, -0.35], [1.36, -2.54, 0.43], [0.11, 0.27, 0.48], [-0.39, 0.63, -0.33], [0.11, -0.10, -0.06], [-0.44, -0.18, -0.16], [1.14, 0.84, -0.04], [-0.55, 0.37, -0.24], [0.17, 0.92, 0.05], [0.26, -0.49, 0.83], [0.57, -0.30, -1.12], [2.22, 0.67, -1.16], [-0.09, 1.14, -0.40], [0.05, -0.71, 0.52], [0.05, 0.11, -0.12], [-0.29, -0.27, 0.16], [-0.29, 0.44, -0.21], [-1.00, 0.10, -0.10], [-0.21, -0.53, 0.83], [-0.24, 0.19, 0.28], [-1.04, -0.46, 0.58]],
  "e_homo_ev": -8.0,
  "charge": 0,
  "e_tot_ev": -83172.3127,
  "lumo_energy_ev": -5.99
}